No. 1
The following is a DFT calculation (the ωB97M-V functional and the def2-TZVPD basis) of C9H9NO3 in the gas phase.

Properties
Energy, eV: -17106.0268
Charge: 0
Maximum force, eV/Å: 3.787
HOMO-LUMO gap, eV: 7.55
HOMO energy, eV: -8.401
LUMO energy, eV: -0.9

Atoms and positions in Å:
C -0.659 -0.198 -1.613
C -0.579 0.855 -0.510
C -0.094 -1.414 -1.498
C 0.087 -2.045 -0.235
C -0.098 0.150 0.850
C -0.292 -3.164 2.429
C -0.229 -1.872 2.127
C 0.918 2.507 -1.930
C 0.357 2.119 -0.653
N -0.101 -1.304 0.875
O 0.172 0.763 1.877
O 1.596 1.733 -0.959
O 0.066 3.081 0.238
H -1.031 0.135 -2.498
H -1.635 1.263 -0.186
H 0.183 -2.017 -2.386
H -0.277 -3.521 3.465
H -0.330 -4.037 1.671
H -0.049 -1.138 2.889
H 0.676 1.942 -2.865
H 1.222 3.573 -2.211
H 0.096 2.589 1.122



No. 2
The following is a DFT calculation (the ωB97M-V functional and the def2-TZVPD basis) of 2 unconnected molecules or ions with the total composition C9H9NO3.

Properties
Energy, eV: -17108.2686
Charge: 0
Maximum force, eV/Å: 4.566
HOMO-LUMO gap, eV: 9.52
HOMO energy, eV: -9.343
LUMO energy, eV: 0.2

Atoms and positions in Å:
C -0.666 -1.204 2.455
C -1.087 -2.021 1.405
C 0.303 -0.247 2.300
C -0.379 -1.983 0.193
C 0.953 -0.160 1.050
C 0.610 -1.010 0.043
C 1.163 -0.635 -1.226
C -0.321 1.909 -1.540
C -0.440 2.398 -0.162
N -0.365 1.659 -2.667
O -0.179 1.531 -3.868
O 2.076 0.102 -1.467
O 0.526 -1.283 -2.225
H -1.055 -1.317 3.443
H -1.910 -2.700 1.520
H 0.461 0.528 3.039
H -0.858 -2.517 -0.646
H 1.563 0.698 0.907
H -0.710 3.428 -0.144
H -1.103 1.600 0.298
H 0.547 2.031 0.371
H 0.870 -0.806 -3.077



No. 3
The following is a DFT calculation (the ωB97M-V functional and the def2-TZVPD basis) of 2 unconnected molecules or ions with the total composition C9H9NO3.

Properties
Energy, eV: -17102.8533
Charge: 0
Maximum force, eV/Å: 7.315
HOMO-LUMO gap, eV: 8.15
HOMO energy, eV: -8.893
LUMO energy, eV: -0.7

Atoms and positions in Å:
C -1.895 2.524 0.384
C -1.098 1.371 -0.163
C -0.541 0.244 0.335
C 0.489 -0.560 -0.447
C 1.850 -0.130 -0.637
C 2.785 -1.037 -1.095
C 2.566 -2.509 -1.219
C 1.233 -2.831 -1.008
C 0.310 -1.925 -0.544
H -2.331 1.823 3.351
H -3.075 3.779 1.689
H -0.459 1.826 -0.803
H -0.781 -0.172 1.386
H 2.288 0.918 -0.608
H 3.866 -0.936 -1.383
H 3.371 -3.085 -1.630
H 0.633 -3.936 -0.965
H -1.803 -1.589 0.343
N -2.635 2.750 1.546
O -1.721 2.320 2.540
O -1.984 3.560 -0.416
O -1.066 -2.405 -0.656